338
Properties=species:S:1:pos:R:3:mulliken_charge:R:1 method="wB97M-V/def2-TZVPD" homo_lumo_gap_ev=4.6 e_lumo_ev=-5.03 e_tot_ha=-6690.3639 homo_ev=-9.626 charge=+1 max_force_ev_per_a=4.2
O -4.946 1.636 -6.961 -0.44
O 0.001 3.436 10.608 -0.36
O -4.250 5.725 -2.704 -0.53
O -5.453 5.702 -9.528 -0.31
O 3.399 -0.692 -2.059 0.29
O -7.053 -3.247 -3.376 -0.41
O 1.217 0.400 0.367 0.51
O -9.232 -1.021 0.646 -0.38
O -3.824 1.983 6.027 -0.51
O 0.691 -0.609 -6.208 0.41
O 2.517 0.125 2.186 -1.69
O 2.196 1.052 7.444 -0.46
O 5.893 -3.514 -0.259 0.47
O -2.036 5.204 -5.757 -0.44
O 7.721 0.094 2.095 -0.45
O -2.550 -5.338 -0.745 -0.46
O -1.047 0.010 -0.478 0.03
O -2.303 -0.265 -2.340 -0.90
O 2.989 -4.421 0.745 -0.12
O -1.036 5.983 2.684 -0.56
O 1.177 -1.248 6.156 0.59
O 0.094 1.938 -1.118 0.63
O -1.382 -4.072 -5.785 -0.27
O -0.794 2.239 -3.135 -0.32
O 2.341 -5.429 4.835 0.15
O 2.399 -3.051 -3.525 0.10
O 0.276 1.755 3.353 0.10
O 6.913 -5.464 3.700 -0.31
O -2.424 -4.640 4.898 0.70
O 7.228 1.936 -0.992 0.46
O -3.574 -3.023 2.821 0.82
O -4.853 3.748 1.681 -0.66
O 4.394 4.286 -4.267 -0.48
O 2.444 5.080 -0.365 -0.61
O -0.554 1.608 1.220 0.56
N -3.380 5.336 -0.129 0.00
N -1.965 -5.212 2.198 1.09
N -0.789 -2.380 3.040 1.80
N 4.976 3.556 0.185 -0.06
N -6.861 -1.364 -1.173 -0.29
N -4.326 2.936 -9.669 -0.24
N 4.939 -3.737 4.529 0.95
N 1.477 4.084 -5.524 -0.11
N 1.204 -3.624 -0.974 0.14
N 0.787 -3.140 -7.539 -0.04
N -1.735 3.328 7.416 -0.41
N 4.162 -1.356 0.494 2.34
C -4.438 0.979 -8.163 -0.30
C 5.054 -0.419 -0.292 -0.57
C -2.651 2.366 5.307 0.24
C -0.207 -2.436 4.394 0.32
C -1.508 2.390 6.312 -0.19
C -3.709 1.775 0.943 1.86
C -0.195 5.203 3.520 -0.19
C -2.067 -5.933 4.479 -1.21
C 0.838 -3.186 0.357 0.42
C -3.394 4.603 -2.504 0.76
C -5.364 7.119 -9.427 -0.78
C 2.866 -4.509 5.759 -0.92
C 3.264 3.487 -3.909 0.19
C 0.320 1.357 2.180 -0.29
C 8.118 1.848 3.704 -1.57
C 2.801 1.915 5.373 -0.58
C 0.527 -2.690 -1.914 0.67
C 3.224 1.747 6.789 0.70
C -4.726 5.176 -10.573 -0.63
C -4.606 6.000 -4.025 -0.70
C 6.183 3.122 0.864 -0.21
C 3.651 -3.349 5.119 0.24
C -5.067 1.730 -9.361 -1.02
C -3.127 -4.655 6.168 -1.16
C 0.402 4.987 -5.861 -1.42
C -3.491 -5.406 0.263 -0.12
C -1.784 5.167 1.808 1.36
C 8.384 1.735 -1.753 -1.05
C 3.712 -5.509 1.310 -0.47
C 7.005 -4.224 -0.662 -1.03
C -2.943 -4.464 -1.755 -0.36
C -0.720 3.143 8.385 -0.08
C -0.466 -3.688 -8.064 -0.50
C -1.480 0.366 -1.671 0.44
C -8.035 -0.313 0.727 -1.03
C -4.302 1.309 -5.723 -0.26
C -10.414 -0.158 0.611 -0.75
C -2.778 -6.172 1.419 -1.14
C 0.498 -1.734 7.330 -1.27
C 7.229 -4.471 4.719 -0.59
C 8.112 -5.955 2.997 -0.88
C 4.493 0.902 6.967 -0.88
C 7.347 0.589 3.403 1.53
C 4.094 0.297 -1.270 0.46
C -5.856 -2.325 -1.586 -0.10
C -2.557 5.035 -1.280 0.35
C 1.446 -1.971 -8.137 -0.93
C -5.009 3.674 -10.734 -0.55
C -4.885 -3.494 3.226 -0.88
C 2.477 3.740 0.273 1.06
C 4.936 -2.090 1.504 0.68
C -2.590 6.088 0.849 -1.42
C -5.846 -2.600 -3.050 0.02
C -5.016 2.441 1.223 0.13
C 5.980 -4.117 5.464 -0.80
C 0.040 0.512 -5.591 -0.15
C -3.189 -1.720 3.286 -1.78
C 1.693 -4.137 1.307 -0.41
C -1.203 -5.892 3.260 -0.22
C 0.803 -0.621 -7.650 -0.67
C 0.371 -1.087 4.919 -0.01
C 0.942 -3.128 -3.398 -0.71
C -5.947 2.575 -0.013 -1.55
C 2.366 -6.776 5.255 -1.03
C 7.416 2.996 -0.099 -1.36
C -7.270 -3.263 -4.796 -0.79
C 2.886 -3.305 -4.846 -1.02
C 1.979 4.279 -4.136 0.39
C -4.947 1.745 5.164 -0.37
C -1.800 -1.331 2.754 1.09
C 7.566 -0.489 4.417 -1.01
C -0.879 4.585 -5.189 0.78
C -0.659 1.614 -2.116 0.21
C -2.449 -3.192 -5.788 -0.31
C 3.776 3.503 1.007 -1.02
C -1.065 3.786 9.769 -0.50
C -0.028 2.169 11.228 -0.49
C -1.091 -4.672 -7.067 -0.83
C -6.868 -1.197 0.293 0.01
C 1.223 5.356 -0.995 -0.33
C 2.766 -0.132 -3.202 -0.44
C 1.518 0.546 1.578 0.49
C 5.604 3.539 -4.200 -0.54
C -2.530 4.418 -6.845 -0.19
C 6.151 -2.814 0.983 -1.79
B -0.107 0.983 0.020 -0.46
Be 3.700 -3.142 -1.273 0.97
H -7.864 0.158 1.695 0.50
H -0.226 -3.324 0.546 0.16
H -5.806 7.624 -10.286 0.33
H 9.206 1.341 -1.155 0.26
H -1.958 -5.203 -7.462 0.50
H -1.263 -3.245 2.824 -0.45
H -1.360 1.385 6.705 0.65
H 1.787 -3.745 2.319 -0.28
H -10.311 0.848 0.204 0.30
H -0.556 -2.787 -1.830 -0.24
H 7.943 2.688 3.033 0.23
H -6.095 1.873 -9.029 0.36
H -3.933 -4.436 0.489 -0.14
H -2.868 3.354 4.901 0.42
H -3.328 -3.667 -6.222 0.45
H -0.749 4.643 4.273 0.16
H -0.313 -5.371 3.614 -0.47
H -1.164 -2.857 -8.162 0.23
H 8.744 2.690 -2.137 0.31
H -0.160 -0.467 -8.137 0.31
H -3.142 3.610 -6.445 -0.01
H 1.945 0.366 6.822 0.20
H 1.651 3.767 0.984 -0.43
H -5.961 -0.724 0.670 0.05
H -2.080 3.523 10.066 0.42
H 9.185 1.668 3.574 0.39
H -2.679 -2.905 -4.762 -0.19
H -4.370 7.433 -9.108 0.30
H -3.103 -1.909 4.356 0.01
H -3.921 -5.402 6.184 0.33
H 5.619 3.018 -3.242 0.06
H -5.486 1.833 1.996 0.45
H -0.927 4.864 9.686 0.26
H -0.461 -5.561 -7.088 0.36
H 2.650 -2.399 -5.405 0.12
H -5.659 -3.032 2.613 -0.17
H 4.694 1.000 -1.847 0.42
H -5.085 1.178 -10.301 0.57
H -8.255 -3.702 -4.956 0.28
H -2.218 -2.262 -6.307 0.17
H 1.887 2.507 5.320 -0.19
H 7.197 -1.480 4.153 -0.09
H 7.166 -5.014 0.072 0.25
H 2.222 4.345 -6.154 0.33
H 5.760 -4.984 6.088 0.39
H -7.000 2.647 0.259 0.29
H 3.945 -2.599 5.854 0.03
H 0.310 -2.798 7.181 0.21
H -8.105 0.551 0.067 0.35
H 7.864 -6.749 2.293 0.25
H 0.357 1.532 -5.809 0.47
H 8.628 -0.634 4.613 0.49
H 3.040 -2.854 4.364 -0.81
H 2.005 -4.152 6.324 0.31
H -2.453 1.653 4.506 -0.25
H -7.061 -2.157 0.771 0.35
H -3.110 2.297 0.197 -0.66
H 8.810 -6.308 3.756 0.33
H 2.620 0.888 5.054 -0.16
H -5.883 1.755 -0.728 0.19
H 0.736 4.555 -1.551 -0.37
H 0.116 0.429 -4.507 -0.48
H -3.353 0.989 -8.269 0.16
H 2.140 -0.725 -3.869 -0.91
H -0.367 -4.144 -9.050 0.50
H -6.018 7.315 -8.577 0.26
H 3.126 -6.427 1.248 0.46
H 3.656 -0.716 1.091 -0.91
H 6.817 -4.675 -1.636 0.34
H -7.217 -2.225 -5.123 0.33
H -2.814 4.389 -3.402 -0.57
H 1.170 4.056 -3.441 -0.83
H -1.048 1.811 11.363 0.32
H 3.933 4.277 1.759 1.00
H 5.917 -0.895 -0.757 0.52
H 6.415 3.754 1.720 0.65
H -5.818 1.627 5.809 0.37
H -5.600 3.411 -0.619 0.21
H -10.702 -0.057 1.658 0.30
H -2.419 -4.868 6.969 0.30
H -1.854 -1.283 1.666 -0.62
H -1.443 -6.391 5.247 0.51
H -2.948 -3.472 -1.304 -0.06
H -4.060 3.762 -2.314 0.11
H 4.657 -5.632 0.780 0.02
H 0.644 -1.623 -1.729 -0.63
H -4.959 -3.158 -3.347 0.14
H -7.769 -1.683 -1.477 0.31
H -2.477 4.571 2.402 0.34
H -5.205 5.643 -11.433 0.53
H 0.530 -3.238 4.437 -0.12
H -6.089 3.611 -10.598 0.35
H -4.831 1.823 -4.921 0.23
H 0.684 -4.173 -3.574 0.55
H 3.495 2.316 4.635 0.50
H 8.610 -0.267 2.107 0.29
H -4.459 0.243 -5.557 0.28
H -0.992 3.515 -5.365 -0.08
H -4.430 3.467 -8.816 0.08
H -1.164 4.556 1.153 -0.76
H 0.534 -2.537 -4.218 0.04
H -4.875 5.167 -4.675 0.20
H -3.268 6.653 1.488 0.43
H -4.671 3.475 -11.751 0.35
H 4.756 -4.628 4.088 -0.33
H -0.918 -6.871 2.876 0.77
H -6.552 -3.875 -5.342 0.27
H -5.480 6.651 -4.021 0.31
H 1.062 -1.511 8.236 0.28
H 5.239 -1.346 2.241 0.31
H -2.892 -6.608 4.250 0.46
H 2.157 5.344 -3.987 0.54
H 3.432 1.012 -0.781 -0.49
H 0.533 6.046 -5.634 0.32
H -2.618 3.079 7.837 0.33
H -1.875 5.828 -1.587 0.34
H -3.671 5.443 -10.506 0.29
H -5.079 2.448 4.342 0.23
H -4.708 0.749 4.793 -0.06
H 0.376 -2.747 -6.704 -0.22
H -3.211 5.005 -7.462 0.16
H 3.967 -5.126 2.298 -0.01
H 2.386 -4.181 -5.258 0.36
H 1.110 -2.146 0.533 -0.52
H -3.485 -3.654 6.412 0.28
H 8.053 -4.786 5.360 0.60
H -4.928 -4.550 2.959 0.26
H 3.380 3.253 -2.851 -0.42
H -1.872 4.275 -0.907 -0.74
H 1.170 -5.089 1.394 0.68
H -3.237 1.573 1.904 -0.56
H -0.508 -1.320 7.396 0.36
H -2.126 -4.329 -2.464 0.15
H -3.227 1.484 -5.771 -0.02
H -2.016 6.828 0.290 0.45
H 7.471 3.935 -0.649 0.50
H 6.291 0.855 3.452 -0.37
H -5.046 -3.337 4.293 0.35
H -1.579 -0.314 3.079 -0.54
H -4.775 -0.053 -8.253 0.45
H 8.301 2.867 0.524 0.56
H -0.451 2.093 8.494 0.00
H 1.423 0.223 -7.950 0.40
H 2.434 -1.927 -7.680 0.26
H -3.540 -6.613 2.061 0.47
H 0.448 5.557 -0.255 0.43
H 0.930 -0.646 4.093 -1.00
H -2.132 -6.938 0.991 0.39
H -0.465 -0.444 5.195 -0.09
H -5.755 -1.665 -3.603 0.19
H 6.242 -3.275 6.105 0.34
H 7.943 -3.670 -0.615 0.28
H -3.898 0.853 0.393 -0.04
H 2.280 2.983 -0.485 -0.24
H 6.003 2.178 1.378 -0.28
H 3.945 -3.548 -4.933 0.41
H -4.333 -6.027 -0.044 0.56
H -4.922 -1.887 -1.235 -0.07
H 7.906 2.144 4.732 0.39
H -1.744 4.053 -7.507 0.36
H 3.370 2.715 7.269 0.46
H 0.851 -4.533 -1.233 0.35
H 5.446 0.411 0.295 -0.53
H 5.349 1.269 6.401 0.30
H 4.833 0.786 7.997 0.45
H 3.639 2.558 1.532 -0.01
H 3.330 2.546 -4.456 0.33
H 5.805 2.903 -5.062 0.30
H -4.275 4.169 1.040 0.30
H 3.366 -7.170 5.437 0.36
H 7.025 -0.198 5.318 0.17
H 3.491 0.400 -3.818 0.61
H 1.498 -1.972 -9.225 0.48
H 0.308 4.911 -6.944 0.48
H 0.495 5.869 4.038 0.43
H -0.604 2.703 5.790 -0.43
H -3.946 -4.662 -2.131 0.59
H 4.879 3.149 -0.734 -0.17
H 7.098 -2.274 0.955 0.55
H 6.416 4.265 -4.200 0.35
H 0.467 2.208 12.199 0.26
H 3.534 -4.985 6.478 0.72
H 4.268 -0.136 6.722 -0.28
H -1.025 0.340 -5.749 -0.11
H -4.079 5.935 -0.544 0.21
H 0.522 1.489 10.578 0.06
H 2.004 0.568 -2.858 0.38
H 8.608 -5.170 2.427 0.32
H 1.322 6.276 -1.570 0.50
H 0.162 3.669 8.021 0.15
H 1.981 -7.348 4.411 0.20
H -0.916 -2.786 5.144 -0.08
H 8.055 0.985 -2.472 0.24
H 0.353 4.479 2.916 -0.19
H -3.910 -0.921 3.111 0.38
H -2.505 -4.483 2.642 -0.83
H 1.661 -6.949 6.068 0.33
H -11.130 -0.762 0.054 0.26
H 4.375 -2.779 2.136 -0.50
H -3.763 6.534 -4.462 0.28
H -0.783 4.837 -4.132 0.00
H 7.588 -3.596 4.177 0.16
H 6.362 -3.615 1.692 0.23
H -5.947 -3.280 -1.069 0.17